Record 1
{
  "formula": "C9H28ClN2O13P",
  "method": "the ωB97M-V functional and the def2-TZVPD basis",
  "symbols": ["N", "P", "O", "O", "C", "C", "C", "O", "C", "Cl", "C", "C", "C", "O", "C", "N", "C", "O", "H", "H", "H", "H", "H", "H", "H", "H", "H", "H", "H", "H", "O", "H", "H", "O", "H", "H", "O", "H", "H", "O", "H", "H", "O", "H", "H", "O", "H", "H", "O", "H", "H", "O", "H", "H"],
  "coordinates": [[0.557777, -3.684689, -1.196292], [0.486358, -2.604764, -0.117259], [-0.654764, -2.808280, 0.991302], [1.812018, -2.604403, 0.802345], [0.289303, -0.866442, -0.573401], [0.184097, -0.501835, -1.847185], [-0.043334, 0.925854, -2.218437], [-0.479688, 1.202861, -3.313149], [0.261421, 1.945559, -1.176466], [0.350497, 3.557196, -1.735929], [0.437554, 1.617672, 0.105998], [0.768077, 2.593870, 1.179440], [2.242560, 3.106908, 1.130925], [2.936028, 2.579706, -0.005905], [2.349279, 4.640412, 1.122082], [2.817919, 5.174031, 2.401497], [0.263115, 0.186392, 0.490258], [0.105597, -0.130275, 1.652884], [0.439755, -3.428408, -2.165175], [-0.926013, -3.737957, 1.005882], [1.656038, -2.204501, 1.670970], [0.199386, -1.203223, -2.673572], [0.594056, 2.115011, 2.138344], [0.070706, 3.430083, 1.125795], [2.741767, 2.767434, 2.039087], [3.564414, 1.917973, 0.289811], [3.048279, 4.892426, 0.323511], [1.385009, 5.080703, 0.857344], [3.641112, 5.746424, 2.283610], [2.119345, 5.744385, 2.855135], [-1.650228, 2.284687, 3.270899], [-1.463390, 1.346921, 3.146188], [-2.612667, 2.335636, 3.298828], [-3.154806, 2.410813, 5.897471], [-3.572250, 3.276734, 5.866770], [-2.278316, 2.542062, 5.515280], [-3.216728, -1.173126, 1.272268], [-3.105596, -1.746161, 0.507948], [-2.316146, -0.918554, 1.500896], [-2.170512, -1.416580, -3.978513], [-2.010868, -0.557986, -3.572934], [-2.800397, -1.233956, -4.691853], [1.625418, -5.277657, 2.236075], [1.543620, -6.020132, 1.629498], [1.768129, -4.512360, 1.668954], [-4.207497, -1.837671, -6.155434], [-4.868627, -1.424518, -6.717957], [-3.739219, -2.460142, -6.721271], [4.714453, -2.741337, -0.266828], [4.890917, -3.438836, 0.371426], [3.752925, -2.692773, -0.305670], [-2.737707, -4.324092, -4.030217], [-3.104879, -4.484528, -3.157136], [-2.503298, -3.386567, -4.028139]],
  "atomic_forces_ev_per_a": [[0.080, 0.433, 0.093], [-0.091, -0.187, 0.177], [0.041, -0.058, -0.239], [0.008, 0.007, 0.008], [-0.022, 0.108, -0.017], [-0.019, 0.061, 0.011], [-0.081, -0.050, -0.179], [0.101, -0.016, 0.273], [-0.026, -0.066, -0.215], [-0.024, 0.058, 0.037], [-0.022, -0.109, -0.039], [0.025, 0.065, 0.228], [0.016, -0.133, -0.064], [-0.035, 0.030, -0.003], [-0.041, 0.088, -0.034], [0.037, 0.031, 0.027], [0.006, 0.050, -0.065], [0.105, -0.065, 0.106], [-0.026, -0.266, -0.031], [-0.083, -0.007, 0.064], [-0.013, 0.097, 0.008], [-0.105, -0.003, -0.001], [-0.027, 0.036, 0.011], [0.016, 0.020, -0.056], [0.005, 0.029, 0.001], [0.057, -0.026, 0.005], [-0.004, 0.009, 0.013], [0.027, -0.020, -0.071], [0.003, -0.017, 0.026], [-0.014, -0.030, 0.007], [-0.061, -0.004, -0.002], [0.047, -0.005, 0.004], [-0.006, -0.063, 0.030], [-0.005, 0.036, -0.056], [0.019, 0.008, 0.066], [-0.019, -0.025, -0.048], [0.002, 0.203, -0.062], [-0.018, -0.040, 0.016], [0.035, -0.163, 0.078], [-0.103, 0.070, -0.035], [0.097, 0.037, -0.107], [-0.099, -0.106, -0.052], [-0.126, -0.009, 0.020], [0.032, 0.001, -0.008], [0.126, -0.046, -0.103], [0.143, 0.080, 0.059], [0.014, 0.023, 0.001], [-0.048, -0.069, 0.035], [0.001, 0.064, -0.016], [0.009, -0.012, -0.016], [0.011, -0.059, 0.064], [0.062, -0.034, -0.089], [-0.014, 0.001, -0.008], [0.006, 0.040, 0.148]],
  "lowdin_charge": [-0.109, 0.498, -0.139, -0.161, -0.138, 0.047, -0.370, 0.108, -0.510, 0.837, -0.151, -0.097, -0.330, -0.052, -0.228, 0.005, -0.298, 0.099, -0.005, 0.099, 0.095, 0.121, 0.098, 0.112, 0.138, 0.099, 0.118, 0.100, 0.063, 0.064, -0.049, 0.033, 0.045, -0.063, 0.034, 0.013, -0.053, 0.026, -0.003, -0.057, 0.018, 0.020, -0.058, 0.041, -0.020, -0.042, 0.047, 0.053, -0.062, 0.034, -0.008, -0.068, 0.029, -0.020],
  "lumo_energy_ev": -2.288,
  "smiles": "N=P(O)(O)C1=CC(=O)C(Cl)=C(C[C@@H](O)CN)C1=O.O.O.O.O.O.O.O.O",
  "e_homo_ha": -0.3561,
  "fmax_ev_per_a": 0.450,
  "total_charge": 0,
  "homo_lumo_gap_ev": 7.40
}

Record 2
{
  "formula": "C15H29NO7",
  "method": "the ωB97M-V functional and the def2-TZVPD basis",
  "symbols": ["C", "C", "C", "O", "O", "C", "C", "C", "C", "C", "C", "N", "O", "C", "C", "O", "C", "C", "C", "O", "O", "H", "H", "H", "H", "H", "H", "H", "H", "H", "H", "H", "H", "H", "H", "H", "H", "H", "H", "H", "H", "H", "H", "H", "H", "H", "C", "O", "H", "H", "H", "H"],
  "coordinates": [[-2.584941, -3.630117, -5.511842], [-1.306548, -3.310489, -5.517415], [-0.788292, -2.093659, -4.816684], [-0.824722, -0.971528, -5.239370], [-0.245116, -2.437136, -3.633140], [0.293405, -1.347581, -2.847990], [1.144110, -1.925827, -1.724478], [0.424090, -1.976445, -0.369228], [1.365879, -1.842557, 0.838359], [0.763533, -1.041186, 2.013356], [1.601174, 0.145381, 2.486492], [1.351814, 1.379582, 1.731000], [2.369091, 2.276770, 2.168359], [2.048034, 3.627601, 1.826328], [2.029254, 4.514741, 3.064914], [0.725187, 4.682138, 3.586320], [0.250948, 3.573305, 4.343274], [-1.221565, 3.311226, 4.023695], [1.535549, 1.195414, 0.296829], [2.573609, 1.050673, -0.268938], [0.356376, 1.214339, -0.341533], [-3.345673, -2.945644, -5.158415], [-2.911445, -4.585980, -5.897885], [-0.584854, -3.910854, -6.058680], [0.883388, -0.687676, -3.480473], [-0.540921, -0.758813, -2.464638], [2.032553, -1.299750, -1.625814], [1.474117, -2.924006, -2.018443], [-0.144484, -2.906390, -0.279232], [-0.312400, -1.172576, -0.347756], [1.675236, -2.826911, 1.189467], [2.267311, -1.321990, 0.507507], [-0.248076, -0.696076, 1.781045], [0.661110, -1.693464, 2.881654], [2.669745, -0.093880, 2.476177], [1.341962, 0.375707, 3.520542], [2.799222, 3.981047, 1.116161], [1.061074, 3.681013, 1.363354], [2.364127, 5.514306, 2.789551], [2.697470, 4.088509, 3.820794], [0.852136, 2.687908, 4.129148], [0.369212, 3.792560, 5.409737], [-1.847133, 3.351868, 4.913179], [-1.567480, 4.084438, 3.337614], [-1.362562, 2.348785, 3.532412], [-0.316439, 1.492905, 0.295962], [-3.997801, -2.370630, -1.938530], [-2.736260, -1.737588, -1.783121], [-4.735505, -1.741596, -1.445279], [-4.273747, -2.470632, -2.991311], [-4.013605, -3.359752, -1.472554], [-2.071145, -2.289481, -2.210477]],
  "atomic_forces_ev_per_a": [[-0.258, -0.078, -0.156], [0.182, 0.164, -0.034], [0.080, 0.014, -0.238], [-0.077, 0.078, 0.024], [-0.155, 0.013, -0.010], [0.256, 0.164, 0.124], [-0.159, 0.011, 0.140], [-0.043, -0.205, 0.006], [-0.128, 0.380, -0.171], [0.095, -0.159, 0.153], [-0.149, -0.143, 0.308], [0.079, 0.235, -0.200], [-0.104, -0.145, 0.017], [0.111, 0.166, 0.131], [-0.250, -0.038, -0.093], [0.029, -0.077, 0.015], [-0.141, -0.156, 0.163], [0.078, 0.130, -0.134], [-0.007, -0.175, 0.023], [-0.002, 0.116, -0.011], [0.106, 0.085, 0.015], [0.036, -0.120, 0.363], [-0.100, 0.128, -0.299], [0.144, -0.194, 0.384], [-0.034, -0.137, -0.208], [0.018, 0.028, -0.022], [0.002, 0.003, -0.004], [0.137, 0.051, -0.040], [-0.086, 0.045, -0.048], [0.039, -0.009, 0.042], [0.075, 0.005, -0.022], [0.075, -0.143, 0.026], [0.002, -0.029, -0.026], [-0.071, -0.003, 0.000], [0.004, 0.013, -0.185], [-0.004, 0.109, -0.018], [0.013, -0.059, -0.033], [0.030, -0.042, -0.065], [0.087, 0.008, 0.068], [0.131, 0.127, -0.037], [0.002, 0.021, -0.040], [0.077, 0.075, -0.025], [-0.019, -0.073, 0.013], [-0.033, 0.017, 0.036], [-0.020, -0.030, 0.030], [-0.026, -0.086, 0.040], [0.071, 0.024, 0.035], [-0.012, -0.102, -0.040], [-0.007, -0.001, -0.003], [-0.035, 0.004, 0.002], [-0.026, -0.002, 0.000], [-0.014, -0.007, 0.004]],
  "lowdin_charge": [0.034, -0.064, -0.509, 0.134, -0.015, -0.156, -0.147, -0.201, -0.182, -0.163, -0.154, -0.062, -0.113, -0.146, -0.186, -0.154, -0.258, -0.060, -0.547, 0.159, 0.140, 0.063, 0.062, 0.113, 0.130, 0.115, 0.105, 0.122, 0.117, 0.082, 0.112, 0.094, 0.112, 0.111, 0.136, 0.116, 0.128, 0.134, 0.125, 0.132, 0.093, 0.117, 0.067, 0.077, 0.061, 0.128, -0.146, -0.124, 0.079, 0.062, 0.081, 0.048],
  "lumo_energy_ev": 0.640,
  "smiles": "C=CC(=O)OCCCCCCN(OCCOCC)C(=O)O.CO",
  "e_homo_ha": -0.3441,
  "fmax_ev_per_a": 0.454,
  "total_charge": 0,
  "homo_lumo_gap_ev": 10.00
}

Record 3
{
  "formula": "ClCr",
  "method": "the ωB97M-V functional and the def2-TZVPD basis",
  "symbols": ["Cr", "Cl"],
  "coordinates": [[-0.455221, -0.739138, -0.792060], [0.455221, 0.739138, 0.792060]],
  "atomic_forces_ev_per_a": [[1.016, 1.653, 1.770], [-1.016, -1.653, -1.770]],
  "lowdin_charge": [1.042, -0.042],
  "lumo_energy_ev": [-8.754, -7.536],
  "spin_multiplicity": 5,
  "e_homo_ha": [-0.5814, -0.5912],
  "fmax_ev_per_a": 2.626,
  "total_charge": 1,
  "homo_lumo_gap_ev": [7.07, 8.55]
}

Record 4
{
  "formula": "C5H23NO7",
  "method": "the ωB97M-V functional and the def2-TZVPD basis",
  "symbols": ["C", "O", "C", "C", "C", "C", "N", "H", "H", "H", "H", "H", "H", "H", "H", "H", "H", "H", "H", "H", "O", "H", "H", "O", "H", "H", "O", "H", "H", "O", "H", "H", "O", "H", "H", "O"],
  "coordinates": [[-0.031949, 1.945847, -0.914982], [1.179327, 2.734579, -1.171140], [-0.558477, 2.330634, 0.466719], [-2.038589, 2.134854, 0.876346], [-2.807456, 0.895953, 0.344325], [-1.679393, -0.918515, -0.753601], [-2.164979, -0.371049, 0.350253], [-0.757593, 2.257947, -1.665719], [0.311490, 0.940867, -0.841473], [1.895864, 2.309038, -0.691405], [-0.011724, 1.708513, 1.186649], [-0.306371, 3.351231, 0.761856], [-2.059535, 2.142808, 1.958168], [-2.598229, 2.967079, 0.482648], [-3.628904, 0.786582, 1.078417], [-3.382820, 1.130452, -0.576388], [-1.123044, -1.850681, -0.753655], [-1.780323, -0.374861, -1.694455], [2.092015, 0.867097, -2.010747], [1.852516, -0.547336, -1.635708], [2.490263, -0.008766, -2.124006], [1.956984, -2.441946, -2.576250], [0.560963, -1.921296, -3.092299], [1.054741, -2.211578, -2.320359], [0.144431, -0.756848, 2.672896], [0.712969, 0.376884, 3.541718], [0.135691, 0.201027, 2.789348], [-1.209354, -1.018193, 1.642632], [-0.300868, -2.200741, 1.165280], [-0.479627, -1.595789, 1.894000], [-0.334574, -3.928419, -0.027674], [0.862881, -3.232680, -0.752498], [0.526411, -3.524521, 0.097586], [3.159543, -0.200757, -0.059981], [1.920140, -0.443521, 1.067198], [2.643215, 0.072319, 0.697484]],
  "atomic_forces_ev_per_a": [[0.399, 2.288, 1.274], [-0.225, -0.218, -0.578], [-0.015, -0.907, 1.488], [0.530, -0.576, -1.492], [-0.995, -0.332, 0.699], [-0.257, 0.656, -0.767], [0.437, -0.140, 0.812], [0.238, -0.684, -0.412], [-0.701, -1.055, -0.650], [-0.034, 0.053, 0.447], [0.093, 0.133, -0.195], [0.159, 0.213, -0.568], [-0.065, 0.035, 0.232], [-0.455, 0.679, 0.121], [-0.079, 0.172, -0.067], [0.659, -0.008, -0.323], [-0.141, 0.171, 0.123], [0.112, -0.183, -0.278], [0.266, 0.207, -0.300], [-0.073, -0.237, -0.245], [0.001, 0.430, 0.142], [-0.293, 0.262, -0.447], [0.108, 0.018, -0.056], [0.182, -0.706, 0.390], [0.232, -0.676, -0.096], [-0.104, 0.424, -0.015], [1.627, 3.848, 2.382], [-1.266, 0.687, -1.213], [0.072, -0.019, -0.002], [-0.034, -4.505, -0.634], [-0.114, -0.022, -0.413], [-0.507, 0.153, -0.443], [0.419, -0.385, 0.887], [-0.680, -0.858, -0.128], [0.056, -0.506, -0.624], [0.445, 1.591, 0.949]],
  "lowdin_charge": [-0.219, -0.114, -0.190, -0.190, -0.317, -0.238, -0.158, 0.121, 0.067, 0.054, 0.075, 0.103, 0.091, 0.078, 0.086, 0.087, -0.033, -0.006, 0.016, 0.000, -0.083, 0.067, 0.071, -0.084, -0.103, 0.032, -0.099, 0.010, 0.011, -0.074, 0.041, -0.008, -0.078, 0.011, 0.027, -0.055],
  "lumo_energy_ev": [2.728, 2.675],
  "spin_multiplicity": 2,
  "e_homo_ha": [-0.0033, -0.1678],
  "fmax_ev_per_a": 4.809,
  "total_charge": -1,
  "homo_lumo_gap_ev": [2.82, 7.24]
}